Entry 1:
Molecular formula: C21H26O2
Method: DFT, ωB97M-V/def2-TZVPD

Results
- Total charge: 0
- Strongest force on any atom: 16.0 eV/Å
- M: 310.44 g/mol
- HOMO: -8.22 eV

Geometry (Å):
C 1.02955 -0.66758 -3.05186
C 0.31958 -1.48515 -1.96705
C -0.84724 -2.35812 -2.50211
C -2.06732 -1.47605 -2.71086
C -2.84844 -0.71587 -1.41138
C -3.45740 -1.90013 -0.59316
C -4.09619 -1.36503 0.72155
H -4.46541 -0.16408 0.25557
H -5.11961 -1.74548 0.64385
C -3.42018 -1.40547 1.84403
C -1.92217 -0.73836 1.56124
C -1.91414 0.80189 1.57057
C -0.91580 1.48536 1.68346
C 0.43770 0.57495 1.43238
C 0.30592 -0.63661 1.51289
C -0.75646 -1.46106 1.75702
H -0.93925 -2.49881 1.86734
H 1.31758 -1.35170 1.61142
C 1.61833 1.30500 1.22386
C 2.04033 2.41214 2.09562
C 3.15755 3.26115 1.93336
C 4.33388 2.57162 1.10434
C 3.95631 1.42356 0.30237
C 2.82516 0.72072 0.55047
H 2.45407 0.09807 -0.31754
H 4.59019 1.08650 -0.32027
C 5.36604 3.38273 1.10004
O 6.33756 2.91132 0.04664
O 5.67440 4.40413 1.77948
H 6.43572 4.76823 1.59153
H 3.36083 4.06466 2.40183
H 1.16653 3.01209 2.73496
H -0.77224 2.38819 1.48675
H -2.94662 1.32847 1.84039
H -3.94724 -0.93803 2.69405
H -3.14620 -2.56894 1.87632
H -2.92359 -2.59392 -0.46216
H -4.12694 -2.57208 -1.26919
H -3.35921 -0.12276 -1.87450
H -1.78921 -0.44654 -0.90991
H -2.72862 -2.28668 -3.11450
H -1.49854 -0.81915 -3.35236
H -0.36041 -2.81141 -3.19643
H -0.95798 -2.94038 -1.44219
H 0.23270 -0.66177 -1.19713
H 1.07383 -2.12877 -1.54074
H 1.82717 -0.07894 -2.63365
H 0.17015 0.10132 -3.31157
H 1.29536 -1.16322 -4.04479


Entry 2:
Molecular formula: CH13O5S
Method: DFT, ωB97M-V/def2-TZVPD

Results
- Total charge: -1
- Strongest force on any atom: 0.8 eV/Å
- M: 137.18 g/mol
- HOMO: -3.91 eV

Geometry (Å):
C -0.75175 -0.02805 2.90192
S 0.69382 0.09809 1.77852
H -0.53197 0.50831 3.80518
H -0.96328 -1.06291 3.09769
H -1.65128 0.40636 2.48240
H 1.37962 1.35679 0.12319
H 0.67402 1.74101 -1.16972
O 1.55360 1.72033 -0.76509
H -2.13566 1.05472 0.50273
H -0.89543 1.84439 0.66450
O -1.84878 1.97896 0.47119
H 0.30268 -1.41806 0.29235
H 0.77521 -1.87910 -1.13852
O 0.05746 -1.98283 -0.49910
H -0.95496 -1.21411 -1.76870
H -1.92218 -0.03140 -1.97323
O -1.44317 -0.70530 -2.45467
H 2.57461 -0.31906 -1.49406
H 2.38482 -0.91877 -2.86811
O 2.70263 -1.14937 -1.98846


Let's list LUMO energy in order: -1.22, 3.52 eV.
Let's list orbital gap in order: 7.00, 7.43 eV.
Let's list energy above the lowest of the compared OMol25 structures with the same formula, charge and spin in order: 18.7503, 0.3598 eV.